Below is a structure of composition C37H59BCl2F6IN3O21PSi, with properties calculated with ωB97M-V with the def2-TZVPD basis set.

Last column: Löwdin charge in e.
CARTESIAN COORDINATES (ANGSTROEM)
C1 4.301 -1.152 1.890  -0.07
C2 2.787 -0.998 1.693  -0.22
C3 2.425 -0.837 0.230  -0.18
O1 1.016 -0.756 -0.003  -0.17
C4 0.381 -2.004 0.044  -0.23
C5 -1.031 -1.899 -0.559  -0.37
P1 -0.705 -1.951 -2.380  0.81
O2 0.583 -1.406 -2.854  -0.38
C6 -1.727 -3.231 -0.143  -0.19
C7 -3.250 -3.344 -0.161  -0.33
Si1 -4.094 -3.826 -1.865  0.57
C8 -4.313 -2.423 -3.101  -0.16
C9 -2.979 -5.165 -2.547  -0.16
C10 -5.762 -4.619 -1.637  -0.18
N1 -3.850 -2.170 0.617  -0.44
I1 -3.182 -2.205 2.699  1.29
C11 -5.326 -2.284 0.680  -0.76
Cl1 -5.806 -3.690 1.540  0.78
C12 -6.307 -1.497 0.212  -0.67
C13 -7.756 -1.815 0.460  -0.12
Cl2 -6.098 -0.056 -0.718  0.80
C14 -3.348 -0.872 0.034  -0.19
C15 -1.822 -0.613 -0.129  -0.28
N2 -1.903 0.453 -1.122  -0.03
C16 -0.753 1.302 -1.443  -0.24
C17 -1.150 2.763 -1.629  -0.06
B1 -1.225 0.130 1.230  -0.61
O3 -0.477 -0.565 2.159  0.06
N3 -1.572 1.530 1.440  -0.09
C18 -0.372 2.240 1.924  -0.06
C19 -2.707 1.726 2.357  -0.06
H1 4.726 -0.279 2.381  0.07
H2 4.548 -2.021 2.494  0.08
H3 4.815 -1.260 0.933  0.08
H4 2.441 -0.117 2.237  0.08
H5 2.266 -1.866 2.105  0.12
H6 2.825 -1.671 -0.356  0.13
H7 2.844 0.084 -0.176  0.14
H8 0.291 -2.350 1.078  0.12
H9 0.946 -2.773 -0.504  0.14
H10 -0.841 -3.315 -2.694  0.03
H11 -1.809 -1.386 -3.033  0.02
H12 -1.361 -4.036 -0.782  0.09
H13 -1.376 -3.496 0.858  0.09
H14 -3.478 -4.223 0.447  0.09
H15 -4.006 -1.424 -2.802  -0.01
H16 -3.768 -2.666 -4.016  0.04
H17 -5.370 -2.361 -3.368  0.04
H18 -2.368 -5.657 -1.788  0.04
H19 -2.318 -4.804 -3.333  0.02
H20 -3.615 -5.939 -2.978  0.05
H21 -6.561 -3.912 -1.420  0.02
H22 -5.996 -5.115 -2.580  0.05
H23 -5.757 -5.382 -0.859  0.03
H24 -8.378 -1.001 0.102  0.07
H25 -8.045 -2.730 -0.056  0.08
H26 -7.939 -1.954 1.526  0.09
H27 -3.795 -0.836 -0.953  0.05
H28 -3.780 -0.056 0.606  0.09
H29 -2.408 0.184 -1.952  0.08
H30 -0.253 0.934 -2.344  0.10
H31 -0.013 1.191 -0.654  0.09
H32 -2.193 2.833 -1.937  0.07
H33 -0.520 3.245 -2.374  0.07
H34 -1.063 3.324 -0.700  0.06
H35 0.473 -0.400 2.119  0.08
H36 0.523 1.890 1.407  0.09
H37 -0.476 3.304 1.705  0.09
H38 -0.199 2.108 2.997  0.10
H39 -2.893 0.867 3.011  0.05
H40 -3.625 1.924 1.795  0.07
H41 -2.524 2.595 2.986  0.10
C20 2.052 -2.686 -5.646  -0.04
C21 1.797 -1.693 -6.764  -0.31
O4 2.007 -2.480 -7.925  0.14
C22 1.791 -3.781 -7.608  -0.55
O5 1.693 -4.663 -8.395  0.16
O6 1.695 -3.927 -6.269  0.07
F1 2.667 -0.660 -6.760  0.09
H42 3.112 -2.699 -5.389  0.15
H43 1.454 -2.510 -4.757  0.10
H44 0.783 -1.291 -6.796  0.17
C23 4.743 3.253 4.768  -0.03
C24 3.682 3.660 3.767  -0.30
O7 3.051 2.421 3.463  0.11
C25 3.235 1.586 4.530  -0.56
O8 2.667 0.554 4.684  0.16
O9 4.141 2.100 5.372  0.09
F2 4.193 4.185 2.627  0.08
H45 5.661 2.956 4.258  0.15
H46 4.955 4.002 5.520  0.13
H47 2.939 4.349 4.169  0.15
C26 2.471 7.523 2.022  -0.04
C27 1.051 7.582 2.559  -0.31
O10 1.155 6.854 3.770  0.13
C28 2.445 6.909 4.199  -0.57
O11 2.817 6.562 5.269  0.17
O12 3.238 7.397 3.222  0.07
F3 0.164 6.966 1.746  0.08
H48 2.603 6.628 1.413  0.14
H49 2.783 8.406 1.474  0.14
H50 0.682 8.584 2.781  0.17
C29 7.917 4.102 9.064  -0.04
C30 6.430 3.980 8.777  -0.31
O13 6.422 3.518 7.439  0.10
C31 7.605 2.884 7.184  -0.55
O14 7.809 2.227 6.222  0.19
O15 8.476 3.121 8.184  0.08
F4 5.783 5.164 8.840  0.08
H51 8.271 5.093 8.776  0.15
H52 8.197 3.882 10.088  0.14
H53 5.901 3.258 9.402  0.17
C32 -5.909 3.750 1.510  -0.07
C33 -7.082 4.641 1.144  -0.32
O16 -6.661 5.900 1.616  0.14
C34 -5.297 5.922 1.655  -0.54
O17 -4.635 6.886 1.800  0.20
O18 -4.813 4.661 1.483  0.06
F5 -8.221 4.273 1.777  0.08
H54 -6.040 3.359 2.521  0.15
H55 -5.739 2.932 0.814  0.11
H56 -7.289 4.712 0.075  0.17
C35 4.383 -6.292 -9.376  -0.04
C36 4.074 -7.773 -9.470  -0.31
O19 5.320 -8.369 -9.172  0.13
C37 6.056 -7.493 -8.430  -0.55
O20 7.050 -7.765 -7.851  0.18
O21 5.465 -6.276 -8.439  0.07
F6 3.681 -8.149 -10.710  0.08
H57 4.732 -5.922 -10.342  0.15
H58 3.558 -5.690 -9.014  0.10
H59 3.333 -8.129 -8.752  0.17

Force components x, y, z for each atom (eV/Å):
C 0.04 0.10 -0.06
C -0.05 0.02 0.02
C 0.14 -0.07 -0.29
O 0.20 -0.19 -0.17
C 0.01 -0.16 0.19
C -0.44 -0.50 -0.14
P 0.13 0.16 -0.15
O 0.24 0.10 -0.11
C 0.08 0.09 -0.11
C 0.00 0.24 0.14
Si 0.02 0.13 -0.25
C -0.03 -0.05 -0.05
C 0.03 -0.06 0.11
C 0.02 -0.02 0.27
N 0.04 -0.15 0.27
I -0.02 0.06 -0.26
C 0.10 0.25 -0.09
Cl -0.18 -0.28 0.06
C 0.17 0.06 0.06
C 0.03 0.01 0.01
Cl -0.09 0.04 -0.04
C 0.01 0.12 -0.13
C -0.10 0.15 0.42
N -0.03 0.04 0.11
C 0.14 0.04 -0.10
C -0.02 0.01 0.17
B -0.16 -0.04 -0.12
O -0.12 0.08 -0.08
N 0.59 -0.29 0.51
C -0.17 0.15 0.09
C -0.22 0.07 -0.49
H 0.01 0.01 0.01
H -0.01 -0.01 0.03
H 0.00 -0.04 -0.01
H -0.05 -0.01 0.13
H 0.00 0.00 0.02
H 0.03 0.03 -0.04
H 0.02 0.02 0.01
H 0.01 -0.06 -0.15
H 0.15 0.15 -0.08
H -0.12 -0.09 0.12
H -0.17 -0.15 0.02
H 0.06 -0.05 0.09
H -0.03 0.10 0.06
H -0.08 -0.05 -0.05
H 0.01 0.01 0.02
H 0.00 0.02 -0.02
H -0.02 0.00 0.01
H 0.00 -0.02 -0.01
H 0.04 -0.02 -0.01
H 0.00 0.01 -0.08
H -0.05 0.03 -0.01
H -0.04 0.03 -0.05
H -0.03 -0.06 -0.02
H -0.01 0.01 -0.03
H -0.01 -0.03 0.02
H 0.01 -0.05 0.00
H 0.04 -0.14 -0.04
H 0.00 -0.05 0.06
H 0.00 -0.01 -0.09
H 0.01 -0.02 0.02
H -0.03 0.07 -0.07
H 0.02 0.02 -0.17
H -0.02 0.03 -0.05
H -0.05 -0.04 0.07
H -0.07 0.07 0.30
H 0.01 0.01 -0.08
H 0.01 0.04 0.08
H 0.01 0.00 0.03
H 0.09 0.07 0.14
H -0.02 0.01 0.00
H -0.01 0.03 0.01
C 0.04 0.12 0.04
C -0.03 -0.10 -0.03
O -0.18 0.04 -0.04
C 0.09 0.02 0.04
O 0.00 0.02 0.02
O -0.03 -0.03 0.07
F 0.10 -0.05 -0.01
H 0.02 0.05 -0.02
H -0.05 -0.06 -0.02
H 0.03 0.09 0.04
C 0.07 0.07 -0.15
C -0.09 -0.10 0.08
O -0.16 0.01 0.13
C 0.13 0.00 -0.01
O -0.10 0.03 -0.18
O 0.09 -0.01 0.12
F 0.04 -0.07 -0.05
H 0.02 0.02 0.01
H -0.09 -0.03 0.08
H 0.00 0.02 -0.07
C -0.07 -0.04 -0.02
C 0.05 0.03 0.04
O -0.01 0.15 0.12
C -0.01 0.00 -0.21
O 0.01 -0.11 0.03
O 0.08 0.02 0.04
F 0.05 -0.12 -0.02
H -0.03 0.02 -0.04
H 0.02 0.04 0.08
H -0.06 -0.01 -0.07
C -0.05 0.04 -0.02
C 0.11 -0.14 -0.05
O -0.10 -0.12 0.12
C -0.07 0.15 -0.01
O 0.03 0.01 -0.06
O 0.08 -0.01 0.01
F 0.06 0.07 -0.05
H -0.02 0.03 0.04
H 0.01 -0.09 -0.02
H -0.06 0.08 0.04
C -0.02 -0.04 0.03
C 0.10 0.04 -0.02
O 0.02 0.09 -0.15
C -0.03 -0.13 0.02
O 0.02 0.05 0.05
O -0.03 -0.03 0.02
F 0.02 0.00 0.10
H -0.06 -0.01 0.00
H 0.08 0.07 -0.08
H -0.08 -0.05 0.02
C 0.02 -0.04 -0.09
C 0.05 0.00 0.11
O -0.05 -0.07 0.14
C -0.08 0.04 -0.10
O 0.05 -0.01 -0.01
O 0.02 0.07 0.01
F 0.08 0.04 -0.07
H -0.03 -0.03 -0.03
H 0.04 -0.02 0.07
H -0.07 -0.01 -0.08

Results
- Kohn-Sham gap: 5.8919 eV
- Total charge: +1
- Multiplicity: 1
- LUMO energy: -0.18850 hartree